Record 1
This record from OMol25 describes C2H4Cl2N2 in the gas phase. The level of theory is ωB97M-V with the def2-TZVPD basis set.

Last column: Löwdin charge in e.
CARTESIAN COORDINATES (ANGSTROEM)
N  -1.151355  -0.275487  -1.090475  -0.020
N  -1.325112  -0.326618  0.247470  -0.007
C  -0.226888  -0.306342  0.896014  -0.375
C  1.035885  0.146065  0.520486  -1.023
Cl  1.962280  -0.944457  -0.443473  0.640
Cl  0.925252  1.913525  -0.281816  0.443
H  -0.374491  -0.011593  -1.678391  0.053
H  -2.075785  -0.168261  -1.589750  0.122
H  -0.363346  -0.334371  2.022246  0.132
H  1.593562  0.307536  1.397689  0.034

Forces on the atoms, in the same order (eV/Å):
N -4.046 0.086 -1.540
N 1.499 -0.710 -1.822
C -3.334 0.252 3.993
C 1.796 1.981 -1.366
Cl 0.599 -0.491 -0.999
Cl 0.293 -1.456 0.538
H 0.584 0.164 0.895
H 1.748 -0.211 0.941
H 0.042 -0.166 -1.410
H 0.820 0.551 0.770

The LUMO energy is 0.2 eV. As for the total charge: 0. The HOMO energy is -9.20 eV. As for the SMILES: N/N=C\C(Cl)Cl.


Record 2
This record from OMol25 describes 2 unconnected molecules or ions with the total composition C2H4Cl2SSi. The level of theory is ωB97M-V with the def2-TZVPD basis set.

Last column: Löwdin charge in e.
CARTESIAN COORDINATES (ANGSTROEM)
C  -0.563740  -0.468879  -0.789324  -0.301
Si  0.367110  0.994538  -0.889482  0.281
Cl  1.183740  1.743925  -2.654945  0.200
H  -1.090561  -0.888425  -1.640154  -0.036
H  -0.968394  -0.726200  0.188819  -0.111
H  0.890935  1.268795  0.334572  -0.134
S  1.600185  -0.647723  4.222653  0.592
C  0.352706  -1.008489  3.209344  -1.127
Cl  -0.673607  0.140756  2.393684  0.558
H  0.174329  -2.124814  2.773034  0.077

Forces on the atoms, in the same order (eV/Å):
C -0.064 1.280 -0.738
Si -1.466 -2.263 -2.350
Cl -0.338 -0.223 0.974
H 0.170 -0.190 0.048
H 0.225 -0.031 -0.448
H 1.503 1.326 1.982
S -1.963 -0.440 -1.310
C 1.468 -1.966 -0.426
Cl 0.230 -0.299 1.007
H 0.236 2.807 1.261

The LUMO energy is -1.0 eV. As for the total charge: 0. The HOMO energy is -8.74 eV. As for the SMILES: C=[SiH]Cl.S=CCl.


Record 3
This record from OMol25 describes 2 unconnected molecules or ions with the total composition C2H4Cl3NO. The level of theory is ωB97M-V with the def2-TZVPD basis set.

Last column: Löwdin charge in e.
CARTESIAN COORDINATES (ANGSTROEM)
C  1.011910  -0.305078  -0.104618  -0.524
C  -1.702949  0.020128  -0.005029  -1.747
N  0.068267  -0.316490  0.896407  -0.011
O  1.558359  0.892916  -0.551762  -0.081
Cl  -2.620218  -1.183911  0.688439  0.641
Cl  -1.490789  -0.198826  -1.670054  0.657
Cl  -2.078326  1.612571  0.359172  0.633
H  0.581553  -1.034497  -0.990598  0.108
H  1.877617  -0.962433  0.295240  0.138
H  0.243552  0.503544  1.445386  0.056
H  2.551020  0.972073  -0.362580  0.130

Forces on the atoms, in the same order (eV/Å):
C 2.367 -4.742 -1.631
C 4.158 -0.422 1.326
N -3.416 0.346 -1.477
O 1.576 1.274 -0.041
Cl -1.273 -1.121 0.933
Cl 0.033 -0.191 -1.218
Cl -0.692 1.636 0.685
H 1.196 2.070 1.719
H -0.995 0.772 -0.510
H -0.557 0.875 0.545
H -2.396 -0.498 -0.331

The LUMO energy is 0.5 eV. As for the total charge: 0. The HOMO energy is -9.22 eV.


Record 4
This record from OMol25 describes C2H4ClF2N in the gas phase. The level of theory is ωB97M-V with the def2-TZVPD basis set.

Last column: Löwdin charge in e.
CARTESIAN COORDINATES (ANGSTROEM)
N  1.239272  -0.746095  0.157076  0.028
C  0.418244  0.267082  -0.545978  -0.219
C  -0.885688  0.458037  0.177944  -0.881
F  -1.751857  1.286849  -0.367134  0.051
F  -0.552598  0.781796  1.468510  0.029
Cl  -1.897376  -1.078867  0.209199  0.642
H  0.914018  -1.669796  -0.018395  0.050
H  1.450134  -0.564041  1.089609  0.046
H  0.182953  -0.028150  -1.551483  0.110
H  0.882900  1.293185  -0.619349  0.144

Forces on the atoms, in the same order (eV/Å):
N -0.192 1.274 -3.045
C 0.669 0.144 0.852
C -0.291 -1.919 0.939
F 0.303 1.642 0.074
F -1.046 0.374 -0.708
Cl 0.710 0.076 0.322
H -0.240 -0.498 0.125
H 0.082 0.387 1.588
H 0.138 -0.375 -0.462
H -0.133 -1.107 0.315

The LUMO energy is 0.9 eV. As for the total charge: 0. The HOMO energy is -9.90 eV. As for the SMILES: NCC(F)(F)Cl.